# 1
# C22H33BrN4O3PRuS2Te

A structure of composition C22H33BrN4O3PRuS2Te (the ωB97M-V functional and the def2-TZVPD basis, OMol25).

For the energy above the lowest of the compared OMol25 structures with the same formula, charge and spin, the calculation gives 6.8 kcal per mole. The value obtained for the highest occupied orbital energy (alpha / beta) is -0.2586 / -0.2827 Ha. The multiplicity is 6. The calculation puts the LUMO energy (alpha / beta) at 0.2 / -1.4 eV. Its charge is 0.

Geometry (Å):
Ru  -0.390  -0.341  0.914
S  -1.902  -0.265  2.902
C  -0.722  0.402  4.064
C  0.523  -0.195  4.226
C  1.456  0.342  5.102
C  1.153  1.476  5.840
C  -0.101  2.059  5.709
C  -1.033  1.523  4.835
H  0.771  -1.084  3.657
H  2.422  -0.136  5.201
H  1.883  1.895  6.520
H  -0.354  2.932  6.296
H  -2.015  1.970  4.753
C  -3.904  3.355  -3.248
C  -3.651  3.082  -1.791
O  -3.011  1.784  -1.687
P  -3.095  0.952  -0.345
O  -2.361  -0.333  -0.499
Te  -2.201  2.332  1.427
O  -4.620  0.756  0.006
C  -5.342  -0.369  -0.589
C  -5.743  -1.308  0.514
H  -4.331  4.351  -3.369
H  -4.602  2.635  -3.672
H  -2.973  3.311  -3.813
H  -4.571  3.070  -1.204
H  -2.970  3.812  -1.350
H  -4.701  -0.863  -1.320
H  -6.192  0.075  -1.106
H  -4.860  -1.725  0.996
H  -6.327  -2.132  0.102
H  -6.346  -0.800  1.264
S  -0.244  -3.395  -2.337
C  -0.367  -2.847  -0.795
N  -0.421  -2.480  0.319
Br  0.328  3.454  -4.877
C  0.363  2.439  -3.296
C  0.600  3.063  -2.084
C  0.588  2.280  -0.944
N  0.355  0.966  -0.956
C  0.130  0.386  -2.141
C  0.140  1.076  -3.341
H  0.786  4.125  -2.018
H  0.766  2.725  0.027
H  -0.067  -0.681  -2.145
H  -0.053  0.553  -4.265
C  3.861  -3.994  1.051
C  3.059  -3.434  -0.109
N  3.440  -2.058  -0.421
C  4.446  -1.906  -1.467
C  3.817  -1.913  -2.850
C  2.841  -0.996  0.170
C  3.331  0.377  -0.195
N  1.880  -1.065  1.035
H  3.550  -5.012  1.284
H  3.718  -3.392  1.949
H  4.928  -4.014  0.829
H  1.989  -3.477  0.084
H  3.207  -4.020  -1.017
H  5.156  -2.729  -1.353
H  5.023  -1.000  -1.297
H  3.289  -2.847  -3.041
H  4.564  -1.777  -3.632
H  3.085  -1.108  -2.937
H  4.373  0.497  0.106
H  2.732  1.098  0.353
H  3.269  0.578  -1.263
H  1.646  -2.034  1.240

=====

# 2
# C22H33CrN4O2P

A structure of composition C22H33CrN4O2P (the ωB97M-V functional and the def2-TZVPD basis, OMol25).

The value obtained for the highest occupied orbital energy (alpha / beta) is -0.4984 / -0.5009 Ha. The multiplicity is 5. The calculation puts the LUMO energy (alpha / beta) at -5.8 / -8.7 eV. Its charge is +2.

Geometry (Å):
C  1.617  -2.148  1.621
C  0.743  -2.911  0.664
N  -0.039  -2.150  -0.120
C  -0.536  -2.670  -1.287
C  -0.623  -4.061  -1.419
C  0.045  -4.882  -0.514
C  0.797  -4.293  0.508
C  -0.730  -1.682  -2.327
P  -1.249  -0.023  -1.855
H  1.418  -4.862  1.197
H  -1.204  -4.454  -2.248
H  0.010  -5.965  -0.621
C  0.023  -0.934  2.986
C  2.067  0.164  2.290
H  -1.148  -2.043  -3.271
H  2.625  -2.008  1.185
H  1.714  -2.715  2.562
C  -3.030  0.231  -1.678
C  -0.695  1.004  -3.239
H  -3.166  1.299  -1.453
H  -3.570  -0.035  -2.596
H  -3.393  -0.352  -0.822
H  -0.461  2.000  -2.848
H  0.213  0.576  -3.680
H  -1.487  1.071  -3.996
H  2.599  -0.224  3.173
H  2.777  0.286  1.459
H  1.617  1.135  2.531
H  0.524  -1.385  3.857
H  -0.372  0.057  3.250
H  -0.801  -1.584  2.659
Cr  -0.046  -0.138  0.175
H  -1.439  -0.150  0.799
O  1.530  -0.479  -1.793
H  0.721  -1.095  -2.273
H  2.291  -1.076  -1.733
N  1.015  -0.793  1.894
C  -1.188  6.113  2.065
N  -1.129  4.678  1.863
N  -0.312  4.069  0.984
C  -0.548  2.711  1.013
O  0.171  1.896  0.347
C  -1.623  2.542  1.934
C  -1.934  3.774  2.444
C  -2.944  4.151  3.465
C  0.718  4.728  0.244
C  1.572  5.641  0.873
C  2.618  6.213  0.145
C  2.815  5.860  -1.198
C  1.958  4.936  -1.816
C  0.907  4.374  -1.096
H  -2.222  6.455  1.974
H  -0.590  6.644  1.331
H  -0.839  6.381  3.068
H  -2.081  1.590  2.172
H  -2.493  4.641  4.342
H  -3.722  4.820  3.064
H  -3.445  3.236  3.810
H  1.411  5.901  1.921
H  3.277  6.933  0.637
H  3.628  6.319  -1.768
H  2.113  4.656  -2.861
H  0.220  3.669  -1.569

=====

# 3
# C22H33I2MnN3O3S

A structure of composition C22H33I2MnN3O3S (the ωB97M-V functional and the def2-TZVPD basis, OMol25).

For the energy above the lowest of the compared OMol25 structures with the same formula, charge and spin, the calculation gives 37.9 kcal per mole. The value obtained for the highest occupied orbital energy (alpha / beta) is -0.2553 / -0.2521 Ha. The multiplicity is 2. The calculation puts the LUMO energy (alpha / beta) at 0.3 / 0.3 eV. Its charge is 0.

Geometry (Å):
Mn  -0.655  0.149  -0.398
I  7.028  -1.701  -0.542
C  4.976  -1.272  -0.863
C  4.363  -1.695  -2.030
C  3.044  -1.369  -2.218
I  1.987  -1.999  -3.931
C  2.278  -0.607  -1.305
O  1.088  -0.252  -1.583
C  2.942  -0.254  -0.096
C  2.156  0.495  0.942
N  0.986  -0.280  1.388
C  0.507  0.137  2.700
C  -0.658  1.094  2.599
C  -1.382  1.435  3.729
C  -2.411  2.362  3.626
C  -2.660  2.914  2.370
C  -1.902  2.513  1.294
N  -0.919  1.596  1.376
C  4.267  -0.578  0.102
H  4.913  -2.267  -2.763
H  1.785  1.436  0.513
H  2.812  0.733  1.796
H  1.241  -1.266  1.408
H  1.306  0.637  3.276
H  0.196  -0.736  3.281
H  -1.117  1.000  4.683
H  -2.990  2.652  4.490
H  -3.433  3.654  2.240
H  -2.057  2.934  0.308
H  4.752  -0.283  1.022
N  -2.236  -2.786  -3.057
C  -2.128  -1.955  -2.002
O  -1.114  -1.962  -1.312
C  -3.293  -1.037  -1.700
C  -2.886  -0.017  -0.633
H  -1.418  -3.317  -3.312
H  -2.999  -2.734  -3.709
H  -4.137  -1.654  -1.364
H  -3.599  -0.553  -2.633
H  -3.079  -0.445  0.368
H  -3.514  0.878  -0.720
C  -0.112  -3.667  2.614
S  -1.350  -2.792  1.603
C  -2.471  -2.228  2.922
H  0.329  -3.002  3.351
H  0.654  -4.020  1.932
H  -0.570  -4.518  3.110
H  -2.734  -3.068  3.561
H  -3.360  -1.838  2.432
H  -2.009  -1.429  3.497
C  0.712  3.743  -0.969
C  0.581  2.775  -2.135
O  -0.652  2.070  -1.989
C  -1.343  1.886  -3.214
C  -0.665  0.875  -4.128
H  1.708  4.174  -0.932
H  0.510  3.206  -0.044
H  -0.016  4.544  -1.063
H  1.417  2.067  -2.136
H  0.587  3.315  -3.090
H  -1.440  2.865  -3.711
H  -2.331  1.527  -2.921
H  0.274  1.262  -4.516
H  -1.308  0.629  -4.969
H  -0.450  -0.023  -3.550

=====

# 4
# C22H33IInN5OP

A structure of composition C22H33IInN5OP (the ωB97M-V functional and the def2-TZVPD basis, OMol25).

For the energy above the lowest of the compared OMol25 structures with the same formula, charge and spin, the calculation gives 65.8 kcal per mole. The value obtained for the highest occupied orbital energy is -0.1392 Ha. The multiplicity is 1. The calculation puts the LUMO energy at 1.9 eV. Its charge is -1.

Geometry (Å):
C  2.038  0.699  3.347
C  2.007  1.872  2.564
C  2.709  2.102  1.199
In  2.166  0.559  -0.376
I  0.979  1.998  -2.489
C  0.922  -1.132  0.428
C  -0.527  -1.282  -0.199
C  -1.311  0.071  -0.366
C  -1.138  1.204  0.562
C  -1.829  2.489  0.393
C  -2.734  2.703  -0.725
C  -2.981  1.600  -1.661
C  -2.292  0.320  -1.490
P  4.426  -0.282  -1.291
C  4.748  0.631  -2.906
O  4.342  -1.954  -1.675
H  1.109  0.070  3.413
H  2.907  0.357  3.972
H  1.447  2.756  2.992
H  2.398  3.114  0.821
H  3.825  2.140  1.381
H  1.478  -2.084  0.175
H  0.816  -1.083  1.543
H  -1.131  -1.905  0.532
H  -0.508  -1.899  -1.140
H  -0.439  1.032  1.412
H  -1.583  3.268  1.159
H  -3.202  3.708  -0.820
H  -3.702  1.789  -2.496
H  -2.545  -0.455  -2.259
H  3.792  0.962  -3.409
H  5.365  1.562  -2.779
H  5.223  -0.102  -3.623
H  3.489  -2.331  -1.405
C  -5.208  -2.558  -1.131
C  -3.840  -2.827  -1.562
N  -2.761  -3.021  -1.901
H  -5.730  -3.478  -0.862
H  -5.229  -1.903  -0.258
H  -5.786  -2.072  -1.918
C  2.681  0.681  7.481
C  1.359  0.225  7.059
N  0.320  -0.133  6.724
H  3.396  -0.140  7.509
H  3.079  1.435  6.802
H  2.654  1.124  8.477
C  7.194  -0.489  7.596
C  6.292  0.659  7.630
N  5.583  1.561  7.657
H  6.918  -1.190  6.806
H  8.225  -0.181  7.413
H  7.179  -1.037  8.539
C  -1.901  -0.330  -5.848
C  -3.219  0.180  -5.481
N  -4.256  0.582  -5.192
H  -1.165  0.472  -5.919
H  -1.531  -1.046  -5.112
H  -1.924  -0.838  -6.814
C  -6.678  -1.187  -7.220
C  -7.941  -1.735  -6.732
N  -8.934  -2.166  -6.348
H  -6.324  -0.369  -6.589
H  -5.894  -1.945  -7.238
H  -6.777  -0.797  -8.234

=====

# 5
# C22H33IN7O3SSiV

A structure of composition C22H33IN7O3SSiV (the ωB97M-V functional and the def2-TZVPD basis, OMol25).

For the energy above the lowest of the compared OMol25 structures with the same formula, charge and spin, the calculation gives 29.1 kcal per mole. The value obtained for the highest occupied orbital energy (alpha / beta) is -0.1761 / -0.2054 Ha. The multiplicity is 4. The calculation puts the LUMO energy (alpha / beta) at 1.6 / 1.4 eV. Its charge is -1.

Geometry (Å):
V  -0.432  0.374  -1.392
N  -1.683  -0.326  0.568
C  -2.580  0.465  1.418
C  -1.796  1.475  2.243
N  -0.906  2.285  1.439
C  -1.424  3.536  0.924
C  -2.163  3.354  -0.405
N  -1.329  2.661  -1.383
H  -2.198  -1.066  0.094
H  -1.010  -0.792  1.171
H  -3.135  -0.162  2.125
H  -3.316  0.956  0.780
H  -1.188  0.927  2.968
H  -2.514  2.078  2.818
H  -0.024  2.422  1.909
H  -0.573  4.205  0.762
H  -2.097  4.034  1.636
H  -2.502  4.339  -0.745
H  -3.058  2.750  -0.249
H  -0.502  3.199  -1.622
H  -1.824  2.512  -2.259
I  0.806  1.201  -3.611
C  1.374  -2.579  -2.704
Si  -0.442  -2.800  -2.326
C  -1.196  -4.025  -3.548
C  -0.593  -3.717  -0.673
N  -1.225  -1.274  -2.200
C  -2.339  -0.839  -2.901
C  -3.220  0.104  -2.327
C  -4.348  0.568  -2.993
C  -4.660  0.106  -4.259
C  -3.795  -0.808  -4.857
C  -2.659  -1.254  -4.211
H  1.909  -3.530  -2.624
H  1.839  -1.871  -2.013
H  1.514  -2.179  -3.709
H  -0.949  -5.037  -3.218
H  -0.815  -3.903  -4.564
H  -2.284  -3.941  -3.581
H  -0.389  -4.778  -0.835
H  -1.606  -3.635  -0.270
H  0.105  -3.386  0.099
H  -3.022  0.466  -1.323
H  -4.996  1.287  -2.504
H  -5.551  0.447  -4.770
H  -3.998  -1.157  -5.863
H  -1.973  -1.905  -4.733
O  4.850  -0.653  7.452
S  4.549  -1.335  6.212
O  3.188  -1.819  6.094
O  5.572  -2.256  5.743
C  4.679  -0.040  4.934
N  5.646  0.874  5.070
C  5.769  1.752  4.087
C  4.946  1.759  2.971
C  3.962  0.785  2.938
N  3.833  -0.111  3.910
C  2.977  0.669  1.833
C  2.644  1.732  1.002
C  1.688  1.568  0.022
N  1.048  0.402  -0.190
C  1.405  -0.638  0.593
C  2.336  -0.545  1.603
H  6.561  2.487  4.193
H  5.087  2.471  2.170
H  3.108  2.701  1.126
H  1.424  2.381  -0.640
H  0.918  -1.576  0.367
H  2.577  -1.395  2.227

=====

# 6
# C22H33N3OS

An isolated molecule of C22H33N3OS (the ωB97M-V functional and the def2-TZVPD basis, OMol25).

For the energy above the lowest of the compared OMol25 structures with the same formula, charge and spin, the calculation gives 0.0 kcal per mole. The value obtained for the highest occupied orbital energy is -0.3204 Ha. The multiplicity is 1. The calculation puts the LUMO energy at 0.6 eV. Its charge is 0.

Geometry (Å):
C  0.221  2.963  0.041
C  -1.277  2.983  -0.270
C  -1.611  2.083  -1.427
C  -1.879  2.627  -2.676
C  -2.159  1.815  -3.757
C  -2.188  0.440  -3.606
C  -1.933  -0.140  -2.373
C  -1.985  -1.627  -2.135
C  -2.416  -2.467  -3.331
C  -1.631  0.696  -1.291
N  -1.323  0.087  -0.043
C  -2.091  0.139  1.057
O  -3.165  0.698  1.147
C  -1.436  -0.595  2.240
N  -0.265  0.093  2.726
C  -0.406  1.248  3.580
C  0.941  1.430  4.271
C  1.099  0.541  5.494
S  2.161  0.954  2.987
C  0.938  -0.042  2.120
N  1.144  -0.773  1.112
C  2.478  -0.997  0.619
C  2.775  -0.152  -0.627
C  1.941  -0.574  -1.832
C  2.112  -2.063  -2.116
C  1.768  -2.889  -0.880
C  2.649  -2.485  0.296
H  0.791  3.259  -0.837
H  0.543  1.967  0.335
H  0.452  3.654  0.849
H  -1.574  4.004  -0.519
H  -1.847  2.678  0.608
H  -1.867  3.701  -2.797
H  -2.362  2.253  -4.723
H  -2.420  -0.178  -4.458
H  -0.996  -1.965  -1.810
H  -2.674  -1.810  -1.304
H  -1.715  -2.360  -4.155
H  -2.446  -3.516  -3.046
H  -3.408  -2.179  -3.670
H  -0.439  -0.421  0.041
H  -2.161  -0.665  3.054
H  -1.131  -1.597  1.926
H  -0.669  2.140  2.994
H  -1.200  1.066  4.308
H  1.132  2.473  4.521
H  2.112  0.610  5.882
H  0.898  -0.496  5.233
H  0.405  0.850  6.274
H  3.206  -0.709  1.399
H  3.835  -0.268  -0.861
H  2.598  0.901  -0.397
H  0.889  -0.352  -1.649
H  2.248  0.008  -2.704
H  1.474  -2.356  -2.952
H  3.148  -2.260  -2.401
H  1.902  -3.952  -1.093
H  0.724  -2.728  -0.606
H  3.697  -2.670  0.056
H  2.391  -3.075  1.178

=====

Question: Number 6 is which compound?
Answer: C22H33N3OS